12
Properties=species:S:1:pos:R:3:forces:R:3:lowdin_charge:R:1 method="wB97M-V/def2-TZVPD" smiles=C#C[C@@](C)(O)C#N spin_multiplicity=1 homo_energy_ev=-11.0
C -1.02813 -0.90837 0.43990 -0.11 -0.19 -0.08 -0.01
C -0.16683 0.30657 0.09665 -0.07 -0.01 -0.33 -0.59
O -0.27087 1.19805 1.17880 0.12 0.32 0.15 0.02
C 1.23490 -0.06847 -0.18776 0.69 -0.34 0.07 -0.05
C 2.37509 -0.42194 -0.35105 -0.67 0.23 -0.03 0.15
C -0.77238 0.90761 -1.13611 -0.48 0.40 -0.82 -0.14
N -1.31755 1.32917 -2.06541 0.64 -0.38 0.96 0.17
H -0.98740 -1.61942 -0.38596 0.01 -0.01 0.11 0.10
H -0.68657 -1.38695 1.36020 0.06 0.17 -0.14 0.10
H -2.05952 -0.57019 0.55392 0.10 -0.05 0.09 0.10
H 0.29863 1.96864 1.03426 -0.10 -0.23 -0.03 0.12
H 3.38063 -0.73470 -0.53744 -0.20 0.09 0.08 0.04



17
Properties=species:S:1:pos:R:3:forces:R:3:lowdin_charge:R:1 method="wB97M-V/def2-TZVPD" spin_multiplicity=1 homo_energy_ev="-9.7 / -9.8"
C 1.93943 -0.32940 -0.67234 -0.81 -0.09 2.31 -0.48
C -2.40614 0.81868 0.17746 0.04 -0.09 -0.04 0.02
C -1.54371 0.67497 -1.06261 -0.43 0.36 -0.34 -0.56
C 1.10102 0.14336 0.68834 1.66 -0.49 -0.45 -0.09
C 0.79110 -0.70252 1.66690 0.12 0.22 -0.10 0.03
O 1.34712 0.23631 -1.69663 0.14 0.36 -0.99 0.11
O -0.38169 0.07868 -0.81268 -1.00 -0.10 -0.34 0.05
O 2.03796 -1.72110 -0.69750 0.02 -0.05 -0.30 0.01
O -1.84314 1.06618 -2.16597 0.18 -0.18 0.38 0.11
H 1.36708 -2.04267 -1.31558 0.07 0.04 0.07 0.11
H 2.93929 0.09663 -0.49830 -0.04 -0.01 -0.20 0.17
H 1.10225 1.21988 0.78332 0.05 0.05 0.17 0.11
H -3.38090 1.20173 -0.12137 0.11 -0.01 -0.04 0.09
H -2.52102 -0.14454 0.67407 0.03 0.03 0.01 0.09
H -1.93705 1.51050 0.87913 0.02 -0.05 -0.04 0.09
H 0.64613 -0.33803 2.67705 -0.40 0.04 -0.09 0.07
H 0.74228 -1.76865 1.49671 0.27 -0.03 0.01 0.07



Energy above the lowest of the compared OMol25 structures with the same formula, charge and spin per entry: 56.99 141.18 kcal per mole